Density functional theory data (wB97M-V/def2-TZVPD) for a molecular structure, C41H63AlGeN8P3.

```
117
Properties=species:S:1:pos:R:3:mulliken_charge:R:1
Al -0.54945 0.00210 -1.06687 -1.138
C 3.60939 -0.83069 2.36248 -1.592
C 4.13832 -0.81397 0.93168 0.174
C 5.14132 0.33071 0.78316 -1.676
P 2.78106 -0.94210 -0.33677 0.411
C 2.64099 0.71836 -1.17622 -1.223
N 2.26950 1.82154 -0.28990 1.181
Ge 0.50814 1.88484 0.34118 -0.951
N -0.79013 3.23456 0.05929 1.167
C -1.93956 3.05215 -0.83231 -1.974
P -1.60074 1.85635 -2.16581 -0.406
C -3.11650 1.66178 -3.16701 0.905
C -3.61643 2.95223 -3.81934 -1.284
C -4.20201 1.00602 -2.30717 -1.567
C -0.22081 2.61903 -3.13368 2.380
C -0.30367 4.14506 -3.22105 -1.645
C -0.10215 1.98580 -4.52343 -1.280
C -0.59718 4.56295 0.47220 0.484
C -1.56487 5.56322 0.33290 -0.270
C -1.25912 6.88581 0.60869 -1.052
C 0.01191 7.24369 1.02534 -1.185
C 0.95190 6.25089 1.24708 -0.540
C 0.63381 4.92097 1.02209 0.538
N 1.49777 3.79471 1.36759 1.089
C 2.85982 3.85253 0.83391 0.570
C 3.78515 4.82040 1.19889 -0.692
C 5.01176 4.89547 0.56603 -1.294
C 5.29545 3.99241 -0.44690 -1.016
C 4.40077 2.99051 -0.77402 -0.501
C 3.17654 2.86983 -0.10743 1.528
C 1.47852 3.53365 2.78623 0.128
C 1.85002 4.46535 3.73061 -0.396
C 1.96144 4.11049 5.06922 -1.213
C 1.70512 2.79472 5.48045 -0.992
C 1.26813 1.87158 4.57558 -0.418
C 1.07736 2.22757 3.20610 0.567
N 0.52362 1.40717 2.31323 0.956
C 0.24620 0.02048 2.68524 -0.204
P -1.24635 -0.84745 3.49014 -0.399
C -1.25578 -0.28652 5.25623 0.737
C -1.72378 1.14040 5.53586 -1.224
C -2.10226 -1.29462 6.04477 -1.546
C -2.88428 -0.20527 2.90464 0.411
C -3.62535 -1.20591 2.00982 -1.523
C -2.86205 1.16305 2.27137 -1.028
C 3.61509 -1.99311 -1.62201 0.312
C 4.97138 -1.49546 -2.11872 -1.562
C 2.69668 -2.29392 -2.80278 -1.369
H 4.43882 -0.92743 3.06516 0.547
H 2.91910 -1.65700 2.53980 0.377
H 3.10567 0.11338 2.58420 0.140
H 4.66300 -1.76236 0.76741 0.810
H 4.70628 1.27128 1.12658 0.249
H 5.49036 0.47855 -0.23664 0.331
H 6.01536 0.13108 1.40579 0.574
H 1.88510 0.57635 -1.96295 -0.403
H 3.53851 0.95507 -1.73891 0.646
H -2.17199 3.99353 -1.33002 1.213
H -2.84620 2.74941 -0.31090 0.030
H -2.82311 0.95587 -3.95173 0.441
H -3.77168 3.74611 -3.08630 0.276
H -4.57673 2.76073 -4.29891 0.480
H -2.93562 3.31770 -4.58582 0.288
H -4.60172 1.70460 -1.56956 0.365
H -3.84145 0.11873 -1.77980 0.314
H -5.02976 0.69237 -2.94248 0.531
H 0.68499 2.37310 -2.56266 -1.010
H -1.19012 4.47512 -3.76222 0.301
H 0.56710 4.50652 -3.76965 0.474
H -0.29136 4.62485 -2.24315 0.311
H -0.99287 2.16208 -5.12738 0.356
H 0.07896 0.91458 -4.48609 -0.048
H 0.73791 2.44009 -5.04885 0.485
H -2.56901 5.32223 0.01661 0.608
H -2.02299 7.64150 0.48454 0.439
H 0.26811 8.27890 1.19893 0.461
H 1.93571 6.53516 1.58385 0.290
H 3.57183 5.52272 1.98858 0.236
H 5.72644 5.65307 0.85301 0.449
H 6.23596 4.05151 -0.97806 0.458
H 4.69093 2.28871 -1.54073 0.607
H 2.06562 5.47975 3.43633 0.428
H 2.27346 4.85127 5.79269 0.465
H 1.83427 2.51749 6.51743 0.534
H 1.03943 0.87012 4.90540 0.504
H 1.01826 -0.31825 3.37780 0.490
H 0.44814 -0.54532 1.78152 -1.116
H -0.22060 -0.41430 5.59155 0.524
H -2.78454 1.25946 5.31234 0.309
H -1.17894 1.89678 4.96916 0.188
H -1.60209 1.36674 6.59652 0.427
H -3.14817 -1.27462 5.72900 0.328
H -2.08398 -1.03988 7.10483 0.469
H -1.73452 -2.31366 5.93055 0.412
H -3.45114 -0.14237 3.83697 0.560
H -3.34755 -1.08756 0.95620 0.173
H -4.70166 -1.03453 2.05915 0.442
H -3.44307 -2.24134 2.29994 0.415
H -2.35159 1.09618 1.31050 -0.302
H -2.34160 1.91376 2.86490 0.121
H -3.87877 1.51611 2.08113 0.733
H 3.77541 -2.93004 -1.07618 0.440
H 4.87591 -0.57831 -2.70483 0.307
H 5.41192 -2.24531 -2.77720 0.512
H 5.67924 -1.32026 -1.31131 0.310
H 2.42674 -1.38097 -3.33631 0.170
H 1.78106 -2.79775 -2.49333 0.255
H 3.20888 -2.94007 -3.51646 0.518
N -0.92608 -1.63665 0.00936 -0.139
H -1.51724 -1.64387 0.84342 -0.052
H 0.02571 -1.91670 0.28862 0.207
H -1.26555 -2.37152 -0.61091 0.490
N -0.81942 -1.08819 -7.07392 -0.435
C -0.55397 -1.43855 -6.00981 0.400
N -0.23174 -1.85583 -4.79717 -0.693
C -0.27486 -1.36530 -3.68247 1.485
N -0.26875 -0.97579 -2.55632 0.115
```

As for the spin multiplicity: 2. The value obtained for the orbital gap (alpha / beta) is 0.2788 / 0.1846 Ha. Its charge is +2. Its expectation value of S² is 0.79. The strongest force on any atom is 0.5 eV Å⁻¹.